1.
ORCA calculation (the ωB97M-V functional and the def2-TZVPD basis) on C18H38O in the gas phase.

Geometry as XYZ:
```
57
C18H38O | the Open Molecules 2025 dataset | the ωB97M-V functional and the def2-TZVPD basis
C -8.98318 -0.37249 -0.46276
C -8.31396 0.98312 -0.26827
C -7.03135 0.90881 0.56086
C -5.89546 0.17099 -0.14446
C -4.60086 0.21472 0.66390
C -3.46104 -0.51840 -0.03902
C -2.16099 -0.46305 0.75939
C -1.02136 -1.19018 0.04948
C 0.28291 -1.10987 0.83903
C 1.41603 -1.93466 0.22695
C 1.82958 -1.51855 -1.18687
C 2.26232 -0.05880 -1.33045
C 3.48713 0.29425 -0.48907
C 3.95881 1.72037 -0.76245
C 5.09462 2.19085 0.14850
C 6.40743 1.41611 -0.03269
C 6.60338 0.30928 1.00473
C 7.90619 -0.46637 0.79216
O 7.88179 -1.29636 -0.34486
H -9.18510 -0.83805 0.49964
H -9.92678 -0.25527 -0.99115
H -8.35186 -1.04013 -1.04304
H -8.08652 1.41845 -1.24417
H -9.01561 1.65247 0.23563
H -7.24606 0.41678 1.51252
H -6.70075 1.92654 0.78425
H -6.17564 -0.87106 -0.30684
H -5.72407 0.62625 -1.12310
H -4.77146 -0.23770 1.64382
H -4.31211 1.25585 0.82834
H -3.74432 -1.56222 -0.19462
H -3.29871 -0.07156 -1.02304
H -2.32161 -0.91214 1.74256
H -1.87955 0.58115 0.91729
H -0.88294 -0.74804 -0.93864
H -1.29409 -2.23903 -0.09060
H 0.10237 -1.47928 1.85216
H 0.58891 -0.06595 0.92674
H 1.10628 -2.98245 0.19268
H 2.28442 -1.87727 0.88630
H 2.65685 -2.16136 -1.49931
H 0.99992 -1.70480 -1.87170
H 1.43506 0.60111 -1.06372
H 2.49530 0.12525 -2.38299
H 4.28523 -0.41276 -0.72137
H 3.24509 0.19965 0.57083
H 4.27837 1.80176 -1.80478
H 3.11166 2.39878 -0.62944
H 4.77417 2.12205 1.19009
H 5.27425 3.24673 -0.06643
H 7.24993 2.10811 0.04875
H 6.42852 0.99473 -1.04101
H 5.77261 -0.39543 0.96993
H 6.62886 0.75387 2.00143
H 8.07850 -1.14166 1.63359
H 8.75110 0.23673 0.73434
H 7.70781 -0.74989 -1.11908
```

As for the spin multiplicity: 1. As for the energy: -21330.6961 eV. Its net charge is 0. The LUMO energy comes out at 0.98 eV. The energy relative to the best compared isomer or geometry (same formula, charge and spin) comes out at 8.92 kJ/mol.

***

2.
ORCA calculation (the ωB97M-V functional and the def2-TZVPD basis) on a 3-piece molecular cluster, C34H31O6S overall at a distorted geometry.

Geometry as XYZ:
```
72
C34H31O6S | the Open Molecules 2025 dataset | the ωB97M-V functional and the def2-TZVPD basis
C 0.30449 -4.23923 0.99770
C 1.02884 -4.96878 2.17286
C 2.14865 -4.12874 2.85051
O 3.48733 -4.68576 2.72814
S 3.63577 -6.15914 3.43886
C 4.34365 -7.29926 2.17571
C 4.10367 -6.84036 0.71138
C 3.11933 -7.77529 -0.06929
O 1.99671 -8.12934 0.73736
H 0.36732 -3.15080 1.09939
H 0.75540 -4.60312 0.06192
H -0.73820 -4.58501 0.96108
H 0.30412 -5.26052 2.95411
H 1.40275 -5.93185 1.77087
H 1.93619 -3.87355 3.90191
H 2.19128 -3.16183 2.32378
H 2.38714 -6.70574 3.66318
H 5.40759 -7.39395 2.43292
H 3.90631 -8.30009 2.32244
H 5.07172 -6.87247 0.18913
H 3.72191 -5.81635 0.61712
H 3.62381 -8.66675 -0.47322
H 2.78350 -7.18541 -0.93476
H 2.21891 -8.97689 1.11070
C -3.27874 2.60795 -2.96847
C -2.24225 2.51297 -2.04421
C -1.54285 1.32355 -1.90429
C -1.88528 0.21969 -2.68102
C -2.94076 0.30976 -3.59136
C -3.62874 1.51010 -3.73999
C -3.35078 -0.86845 -4.39325
O -4.26551 -0.79147 -5.18846
C -2.62530 -2.14877 -4.19947
C -3.03236 -3.27880 -4.90315
C -2.35437 -4.47745 -4.74147
C -1.26126 -4.55071 -3.88316
C -0.85527 -3.42918 -3.17583
C -1.54157 -2.22679 -3.32434
C -1.11912 -1.04167 -2.53629
O -0.16494 -1.10717 -1.78158
H -3.81777 3.53968 -3.08291
H -1.97771 3.36880 -1.43474
H -0.73403 1.25400 -1.18960
H -4.43807 1.58543 -4.45373
H -3.87943 -3.22326 -5.57367
H -2.67567 -5.35595 -5.28623
H -0.72831 -5.48582 -3.76376
H -0.00731 -3.49263 -2.50691
C -1.56225 8.84883 -1.10789
C -1.55662 9.86030 -0.15174
C -1.08798 9.60552 1.12833
C -0.63306 8.33320 1.46120
C -0.66042 7.31260 0.50900
C -1.11621 7.57768 -0.77955
C -0.22389 5.93915 0.86032
O -0.24382 5.04976 0.02927
C 0.22956 5.66897 2.24711
C 0.58998 4.37437 2.61045
C 1.02751 4.11334 3.90021
C 1.11567 5.14487 4.83054
C 0.75290 6.43500 4.47527
C 0.30024 6.69909 3.18579
C -0.11744 8.07757 2.82837
O -0.04305 8.97711 3.64137
H -1.92002 9.05213 -2.10913
H -1.91634 10.84884 -0.40655
H -1.07948 10.39440 1.86837
H -1.12605 6.79197 -1.52300
H 0.52567 3.57132 1.88844
H 1.30265 3.10486 4.18213
H 1.46401 4.94081 5.83501
H 0.81764 7.23472 5.20077
```

As for the spin multiplicity: 1. As for the energy: -58873.2650 eV. Its net charge is +1. The LUMO energy comes out at -4.04 eV.

***

3.
ORCA calculation (the ωB97M-V functional and the def2-TZVPD basis) on C20H28NO3Ru as an isolated structure at a distorted geometry.

Geometry as XYZ:
```
53
C20H28NO3Ru | the Open Molecules 2025 dataset | the ωB97M-V functional and the def2-TZVPD basis
O -0.41306 0.07430 -5.63938
C -0.60275 1.19455 -6.60688
C -0.02342 0.41075 -7.78972
H -0.03447 2.10275 -6.34007
H -1.67723 1.43609 -6.76953
C -0.03842 -0.76632 -6.78973
H 1.00079 0.71366 -8.03112
H -0.67264 0.29289 -8.66278
C 1.32799 -1.39845 -6.69490
H 2.03727 -0.72643 -6.20711
H 1.68440 -1.61919 -7.70846
H 1.25775 -2.33831 -6.14213
C -1.15874 -1.75799 -7.07145
H -2.13548 -1.25103 -7.04934
H -1.13778 -2.54262 -6.30366
H -1.04091 -2.23105 -8.04994
Ru -0.52571 -0.76481 -1.38270
C -2.39146 -1.09354 0.10372
C -2.64240 0.30926 0.14358
C -2.62473 0.80245 -1.18242
H -2.83979 0.88892 1.04405
C -2.57371 -0.30657 -2.08266
C -2.45940 -1.52139 -1.29264
H -2.61899 -2.52853 -1.64827
H -2.24334 -1.74033 0.97913
H -2.69199 1.84556 -1.47897
H -2.76142 -0.28412 -3.16148
C 0.98472 -2.42133 0.42538
C -0.08326 -2.86055 -0.42522
C 0.30107 -2.57114 -1.80901
H -0.93428 -3.46084 -0.13009
C 1.49968 -1.73824 -1.72196
C 1.91479 -1.72950 -0.34961
H 2.87724 -1.34936 0.00277
H 1.02839 -2.58284 1.50493
H -0.11003 -3.04051 -2.69889
H 2.05794 -1.35631 -2.57340
O 2.36475 1.79645 -4.74501
C 1.50461 1.16415 -3.77485
C 0.24748 2.04469 -3.59675
H 2.01093 1.17156 -2.79269
H 1.36022 0.11427 -4.07511
C 0.80634 3.46688 -3.91907
H -0.12694 1.93100 -2.55837
H -0.56162 1.80536 -4.31324
C 2.22269 3.21696 -4.42852
H 0.79686 4.05600 -3.01032
H 0.23104 3.96767 -4.70185
H 2.96190 3.49054 -3.65898
H 2.48090 3.79139 -5.31862
O 1.14097 1.89954 1.54353
C 0.71798 1.27391 0.61417
N 0.30558 0.71990 -0.36937
```

As for the spin multiplicity: 5. As for the energy: -31396.0034 eV. Its net charge is +1. The LUMO energy (spin up / spin down) comes out at -5.53 / -5.94 eV. The energy relative to the best compared isomer or geometry (same formula, charge and spin) comes out at 0.00 kJ/mol. Its expectation value of S² is 6.04.

***

4.
ORCA calculation (the ωB97M-V functional and the def2-TZVPD basis) on C22H33N3O3 in the gas phase.

Geometry as XYZ:
```
61
C22H33N3O3 | the Open Molecules 2025 dataset | the ωB97M-V functional and the def2-TZVPD basis
C -7.15500 -0.38441 0.22701
C -5.70457 -0.16864 0.65822
O -4.75196 -0.49827 -0.32706
C -4.72205 0.38614 -1.42755
C -3.57361 -0.00295 -2.35770
C -2.25077 0.69030 -2.02440
N -1.66050 0.23530 -0.77890
C -0.97935 -1.03734 -0.85509
C 0.50928 -0.94383 -0.64035
C 1.23163 0.16922 -0.89073
C 2.63976 0.22740 -0.66071
C 3.39297 1.38377 -0.89679
C 4.74802 1.40486 -0.65485
C 5.57105 2.63262 -0.89840
C 5.36322 0.24477 -0.17041
C 4.66200 -0.91648 0.07665
C 5.35126 -2.14382 0.59649
C 3.27857 -0.92437 -0.16991
N 2.51618 -2.03964 0.05913
C 1.15933 -2.14818 -0.13203
O 0.58846 -3.19594 0.12928
C -1.41156 1.20322 0.16816
O -1.65405 2.37938 -0.07748
N -0.84750 0.84284 1.36979
C -0.36645 1.93426 2.20148
C 1.12987 1.80155 2.47330
C -1.08328 -0.40347 2.07661
C -2.56884 -0.72767 2.20588
H -7.27329 -1.38478 -0.18232
H -7.80602 -0.27766 1.09032
H -7.45861 0.34103 -0.52363
H -5.47514 -0.82916 1.49843
H -5.56246 0.87448 0.98028
H -5.67145 0.32652 -1.97924
H -4.59408 1.41955 -1.07233
H -3.45845 -1.08660 -2.30746
H -3.84136 0.26821 -3.38014
H -1.54325 0.52377 -2.84708
H -2.41620 1.76564 -1.92828
H -1.39562 -1.77582 -0.16276
H -1.15131 -1.44098 -1.85860
H 0.74802 1.06093 -1.26459
H 2.88843 2.26297 -1.26989
H 6.06856 2.94374 0.01922
H 6.34110 2.43103 -1.64212
H 4.95134 3.45160 -1.25303
H 6.42759 0.26412 0.01667
H 6.41375 -1.95438 0.72192
H 5.23419 -2.97776 -0.09615
H 4.94239 -2.43913 1.56321
H 2.96959 -2.87251 0.41363
H -0.56426 2.86440 1.66696
H -0.92011 1.95923 3.14714
H 1.46562 2.62912 3.09291
H 1.68576 1.81576 1.53933
H 1.35430 0.86998 2.98886
H -0.55162 -1.23637 1.61349
H -0.65878 -0.28105 3.07584
H -2.69702 -1.66046 2.74991
H -3.03075 -0.82285 1.22768
H -3.07772 0.06697 2.74843
```

As for the spin multiplicity: 1. As for the energy: -33963.8508 eV. Its net charge is 0. The LUMO energy comes out at 0.30 eV. The energy relative to the best compared isomer or geometry (same formula, charge and spin) comes out at 21.09 kJ/mol.

***

Q: Look up the spin multiplicity of the first one.
A: 1

***

Q: Which formula does entry 1 have?
A: C18H38O